Entry 1:
Molecular formula: C18H41InOP3S
Method: DFT, ωB97M-V/def2-TZVPD

Geometry (Å):
In1 -0.511 1.002 0.178
P1 -0.209 -1.168 2.574
P2 1.821 1.656 1.068
P3 -2.310 -1.263 -0.174
H1 0.380 1.454 -5.506
C1 -0.467 0.974 -5.026
C2 -1.341 1.763 -4.144
H2 -1.048 2.817 -4.051
C3 0.718 -2.719 2.265
C4 0.757 -0.633 4.075
C5 -1.627 -1.887 3.555
C6 2.734 2.969 0.175
C7 2.056 2.109 2.813
C8 2.897 0.181 0.857
C9 -3.053 -1.296 -1.828
C10 -3.867 -1.181 0.818
C11 -1.967 -3.087 0.005
H3 -0.881 0.064 -5.463
H4 -2.417 1.638 -4.372
H5 0.786 -3.288 3.201
H6 1.727 -2.490 1.909
H7 0.213 -3.321 1.505
H8 0.647 -1.407 4.859
H9 0.354 0.326 4.450
H10 1.825 -0.512 3.820
H11 -1.212 -2.323 4.486
H12 -2.162 -2.668 2.986
H13 -2.330 -1.073 3.816
H14 3.108 3.680 0.925
H15 2.056 3.505 -0.503
H16 3.581 2.571 -0.405
H17 2.784 1.433 3.285
H18 1.105 2.051 3.357
H19 2.432 3.138 2.878
H20 3.912 0.453 1.212
H21 2.934 -0.096 -0.214
H22 2.507 -0.669 1.449
H23 -3.726 -2.154 -1.906
H24 -2.287 -1.377 -2.605
H25 -3.620 -0.383 -2.016
H26 -4.603 -1.851 0.341
H27 -4.225 -0.140 0.790
H28 -3.703 -1.484 1.863
H29 -2.790 -3.626 -0.504
H30 -1.917 -3.395 1.064
H31 -1.011 -3.312 -0.500
C12 0.801 0.381 -2.734
C13 0.995 -0.938 -3.421
C14 2.454 -1.314 -3.240
C15 3.371 -0.315 -3.487
C16 3.050 1.065 -3.290
C17 1.756 1.393 -2.840
S1 -0.897 0.733 -2.709
H32 0.179 -1.659 -3.213
H33 0.920 -0.687 -4.519
H34 2.750 -2.358 -3.201
H35 4.389 -0.549 -3.872
H36 3.813 1.841 -3.425
H37 1.461 2.438 -2.612
C18 -2.013 2.355 2.873
O1 -2.376 2.411 1.483
H38 -0.964 2.671 2.982
H39 -2.161 1.311 3.224
H40 -2.687 3.028 3.396
H41 -2.889 3.213 1.243

For the HOMO energy (alpha / beta), the calculation gives -16.0 / -16.2 eV. Its charge is +3.

Quick look at the Mulliken charges, all values in e:
1 In 0.967
2 P 0.472
3 P 0.999
4 P 0.864
5 H 0.404
6 C -0.816
7 C -0.425
8 H 0.319
9 C -1.300
10 C -1.157
11 C -1.408
12 C -1.243
13 C -1.224
14 C -0.897
15 C -1.365
16 C -1.209
17 C -1.317
18 H 0.413
19 H 0.424
20 H 0.395
21 H 0.420
22 H 0.304
23 H 0.536
24 H 0.316
25 H 0.285
26 H 0.503
27 H 0.437
28 H 0.352
29 H 0.505
30 H 0.316
31 H 0.360
32 H 0.444
33 H 0.094
34 H 0.555
35 H 0.554
36 H 0.148
37 H -0.009
38 H 0.541
39 H 0.406
40 H 0.377
41 H 0.440
42 H 0.351
43 H 0.338
44 H 0.514
45 H 0.369
46 H 0.333
47 C 0.454
48 C -0.481
49 C -1.153
50 C -0.320
51 C -0.706
52 C -0.507
53 S -0.066
54 H 0.463
55 H 0.349
56 H 0.555
57 H 0.446
58 H 0.540
59 H 0.619
60 C -0.403
61 O -0.466
62 H 0.201
63 H 0.001
64 H 0.489
65 H 0.298


Entry 2:
Molecular formula: C3H11NOS2
Method: DFT, ωB97M-V/def2-TZVPD

Geometry (Å):
N1 -0.117 -2.736 1.701
C1 -0.831 -1.947 0.712
C2 -0.245 -0.544 0.311
C3 -0.861 0.135 -0.898
S1 0.164 0.532 -2.305
S2 1.362 -1.284 -2.208
H1 0.906 -2.596 1.573
H2 -0.288 -2.208 2.568
H3 -1.937 -1.819 0.925
H4 -0.721 -2.631 -0.198
H5 0.911 -0.537 0.412
H6 -0.491 0.134 1.151
H7 -1.265 1.156 -0.768
H8 -1.731 -0.648 -1.292
H9 1.908 -0.764 -3.272
O1 1.482 5.226 0.533
H10 0.880 5.248 -0.208
H11 0.873 5.283 1.263

For the HOMO energy, the calculation gives -8.3 eV. As for the structure (SMILES): NCCCSS.O. As for the energy above the lowest of the compared OMol25 structures with the same formula, charge and spin: 1.566 eV.

Quick look at the Mulliken charges, all values in e:
1 N -0.654
2 C -0.384
3 C -0.724
4 C -0.515
5 S -0.093
6 S -0.172
7 H 0.265
8 H 0.259
9 H 0.327
10 H 0.264
11 H 0.397
12 H 0.313
13 H 0.300
14 H 0.276
15 H 0.141
16 O -0.627
17 H 0.313
18 H 0.314


Entry 3:
Molecular formula: C2H2O3S
Method: DFT, ωB97M-V/def2-TZVPD

Geometry (Å):
C1 -0.268 0.230 -1.160
C2 -0.675 -0.814 -0.755
O1 -0.783 0.614 1.549
O2 1.057 -0.976 1.190
O3 1.188 1.263 0.238
S1 0.427 0.259 0.887
H1 -0.258 1.100 -1.766
H2 -0.687 -1.676 -0.184

For the HOMO energy, the calculation gives -11.5 eV. As for the energy above the lowest of the compared OMol25 structures with the same formula, charge and spin: 4.713 eV.

Quick look at the Mulliken charges, all values in e:
1 C -0.375
2 C -0.265
3 O -0.463
4 O -0.493
5 O -0.482
6 S 1.146
7 H 0.448
8 H 0.484


Entry 4:
Molecular formula: C20H26LiO12S
Method: DFT, ωB97M-V/def2-TZVPD

Geometry (Å):
Li1 0.625 0.131 0.636
S1 1.338 -1.398 -1.937
O1 2.630 -2.009 -2.019
O2 0.324 -2.413 -1.470
O3 1.369 -0.277 -1.028
O4 0.985 -1.033 -3.282
C1 -0.607 2.198 0.508
O5 -1.003 1.217 1.399
H1 -1.376 2.879 0.537
H2 -0.479 1.941 -0.503
H3 0.314 2.411 0.904
H4 -1.017 1.438 2.274
C2 2.263 -0.618 2.606
O6 2.161 0.327 1.626
H5 2.112 -0.498 3.718
H6 3.453 -1.049 2.651
H7 1.698 -1.537 2.238
H8 3.188 0.515 1.305
C3 -2.562 -0.394 -1.744
C4 -3.472 0.763 -1.673
C5 -4.725 0.683 -2.308
C6 -5.089 -0.514 -2.905
C7 -4.349 -1.552 -2.931
C8 -3.039 -1.575 -2.343
O7 -2.168 -2.667 -2.534
O8 -5.481 1.817 -2.267
H9 -1.620 -0.078 -1.010
H10 -3.220 1.786 -1.242
H11 -6.012 -0.436 -3.421
H12 -4.437 -2.278 -3.537
H13 -1.255 -2.662 -2.063
H14 -6.320 1.601 -2.278
C9 3.626 3.694 -0.435
C10 5.009 4.102 -0.472
C11 5.947 3.585 -1.381
C12 5.517 2.603 -2.316
C13 4.199 2.088 -2.153
C14 3.230 2.600 -1.188
O9 1.975 2.156 -1.146
O10 7.176 4.073 -1.503
H15 3.029 4.132 0.289
H16 5.344 4.947 0.003
H17 5.980 2.294 -3.065
H18 3.893 1.241 -2.680
H19 1.681 1.322 -1.146
H20 7.476 4.245 -0.638
C15 -1.119 -1.692 3.206
C16 -1.856 -2.235 4.267
C17 -2.836 -3.268 3.945
C18 -2.880 -3.803 2.702
C19 -2.088 -3.287 1.631
C20 -1.295 -2.144 1.859
O11 -0.444 -1.660 0.911
O12 -3.629 -3.699 4.884
H21 -0.436 -1.064 3.289
H22 -1.716 -1.973 5.440
H23 -3.662 -4.593 2.599
H24 -2.031 -3.757 0.634
H25 -0.426 -2.135 0.116
H26 -3.881 -4.483 4.467

For the HOMO energy, the calculation gives -4.4 eV. As for the energy above the lowest of the compared OMol25 structures with the same formula, charge and spin: 2.466 eV. Its charge is -1.

Quick look at the Mulliken charges, all values in e:
1 Li 0.928
2 S 1.177
3 O -0.788
4 O -1.066
5 O -0.953
6 O -0.787
7 C -1.230
8 O -0.420
9 H 0.403
10 H 0.309
11 H 0.779
12 H 0.226
13 C -0.690
14 O -0.517
15 H 0.285
16 H 0.297
17 H 0.213
18 H 0.327
19 C 0.790
20 C -0.440
21 C 0.384
22 C -0.494
23 C -1.045
24 C 0.222
25 O -0.626
26 O -0.522
27 H 0.041
28 H 0.190
29 H 0.343
30 H 0.577
31 H 0.399
32 H 0.254
33 C -0.683
34 C -0.527
35 C 0.533
36 C -0.807
37 C -0.458
38 C 0.217
39 O -0.353
40 O -0.536
41 H 0.473
42 H 0.393
43 H 0.697
44 H 0.507
45 H 0.416
46 H 0.307
47 C -0.896
48 C -0.649
49 C 0.969
50 C -0.518
51 C -0.613
52 C 0.254
53 O 0.207
54 O -0.525
55 H 0.923
56 H 0.184
57 H 0.177
58 H 0.444
59 H 0.048
60 H 0.254


Entry 5:
Molecular formula: C2H4NP
Method: DFT, ωB97M-V/def2-TZVPD

Geometry (Å):
C1 0.119 -1.834 0.142
C2 -0.394 1.577 0.145
N1 1.330 -1.448 0.175
P1 0.510 -0.780 -1.184
H1 -0.353 -2.723 0.483
H2 -0.273 1.511 1.214
H3 -1.283 1.562 -0.536
H4 0.344 2.135 -0.439

For the HOMO energy (alpha / beta), the calculation gives -6.5 / -9.8 eV. As for the energy above the lowest of the compared OMol25 structures with the same formula, charge and spin: 2.852 eV. As for the spin multiplicity: 3.

Quick look at the Mulliken charges, all values in e:
1 C 0.040
2 C -1.151
3 N -0.322
4 P -0.021
5 H 0.330
6 H 0.386
7 H 0.386
8 H 0.351


Entry 6:
Molecular formula: C29H47CaN2O12PS
Method: DFT, ωB97M-V/def2-TZVPD

Geometry (Å):
Ca1 1.187 0.036 1.301
O1 6.061 -3.929 0.283
C1 6.352 -2.708 0.644
O2 7.502 -2.359 0.868
C2 5.227 -1.749 0.767
C3 5.336 -0.426 1.172
N1 4.108 0.101 1.144
N2 3.210 -0.776 0.743
C4 3.836 -1.915 0.516
C5 3.014 -3.094 0.038
O3 3.626 -4.191 -0.155
O4 1.818 -2.899 -0.151
H1 4.985 -4.080 0.101
H2 6.208 0.133 1.451
H3 3.792 1.026 1.426
C6 0.212 3.387 0.352
C7 1.490 2.789 -0.294
O5 1.980 3.393 -1.256
O6 1.948 1.731 0.210
H4 -0.524 3.601 -0.426
H5 0.467 4.328 0.845
H6 -0.180 2.682 1.079
O7 0.244 0.227 5.001
S1 0.218 -0.149 3.589
O8 1.515 -0.779 3.185
O9 0.103 1.093 2.735
O10 -0.893 -1.040 3.257
O11 -0.359 -0.390 0.017
P1 -1.554 -0.262 -0.824
C8 -1.050 0.762 -2.313
C9 -2.115 1.131 -3.353
C10 -1.460 1.517 -4.687
C11 -0.168 2.287 -4.431
C12 0.882 1.397 -3.747
C13 0.225 0.250 -2.970
C14 -2.289 -1.978 -1.059
C15 -1.232 -3.065 -0.888
C16 -0.454 -3.325 -2.168
C17 -1.390 -3.674 -3.321
C18 -2.380 -2.536 -3.547
C19 -3.174 -2.255 -2.273
C20 -2.820 0.876 -0.018
C21 -2.744 0.822 1.507
C22 -3.552 -0.321 2.099
C23 -5.012 -0.214 1.677
C24 -5.128 -0.252 0.156
C25 -4.278 0.839 -0.497
H7 -0.736 1.670 -1.779
H8 -2.699 1.979 -2.985
H9 -2.809 0.307 -3.524
H10 -2.157 2.126 -5.272
H11 -1.238 0.622 -5.273
H12 -0.397 3.143 -3.797
H13 0.224 2.677 -5.373
H14 1.471 2.006 -3.062
H15 1.561 0.983 -4.495
H16 0.900 -0.104 -2.187
H17 0.013 -0.579 -3.648
H18 -2.919 -2.018 -0.162
H19 -1.735 -3.986 -0.572
H20 -0.525 -2.774 -0.109
H21 0.257 -4.131 -1.990
H22 0.123 -2.433 -2.407
H23 -1.943 -4.589 -3.087
H24 -0.816 -3.857 -4.234
H25 -3.078 -2.788 -4.355
H26 -1.829 -1.646 -3.845
H27 -3.779 -3.142 -2.053
H28 -3.864 -1.425 -2.440
H29 -2.408 1.852 -0.315
H30 -3.129 1.770 1.905
H31 -1.707 0.719 1.845
H32 -3.456 -0.279 3.182
H33 -3.113 -1.272 1.796
H34 -5.424 0.729 2.048
H35 -5.603 -1.025 2.110
H36 -6.173 -0.111 -0.144
H37 -4.823 -1.233 -0.207
H38 -4.731 1.804 -0.242
H39 -4.325 0.737 -1.585
C26 2.461 3.079 4.946
C27 2.943 1.726 5.487
C28 3.711 1.109 4.301
O12 3.802 2.116 3.297
C29 2.621 2.891 3.437
H40 3.085 3.905 5.305
H41 1.423 3.263 5.212
H42 2.080 1.096 5.710
H43 3.566 1.831 6.379
H44 3.135 0.256 3.920
H45 4.733 0.798 4.547
H46 1.751 2.340 3.057
H47 2.768 3.815 2.870

For the HOMO energy, the calculation gives -3.6 eV. Its charge is -2.

Quick look at the Mulliken charges, all values in e:
1 Ca 2.788
2 O -0.620
3 C 0.449
4 O -0.711
5 C 0.164
6 C -0.721
7 N 0.527
8 N -0.322
9 C -0.321
10 C 0.568
11 O -0.902
12 O -0.369
13 H 0.417
14 H 0.531
15 H -0.132
16 C -0.661
17 C 0.412
18 O -0.806
19 O -0.546
20 H 0.197
21 H 0.382
22 H -0.097
23 O -0.910
24 S 1.445
25 O -0.849
26 O -1.089
27 O -0.624
28 O -1.113
29 P 0.645
30 C 1.339
31 C -0.663
32 C -0.896
33 C -0.751
34 C -0.682
35 C -1.162
36 C 1.276
37 C -1.756
38 C -0.019
39 C -1.432
40 C -0.062
41 C -1.450
42 C 0.469
43 C 0.069
44 C -0.582
45 C -1.251
46 C -0.431
47 C -1.317
48 H -0.530
49 H 0.411
50 H -0.024
51 H 0.532
52 H 0.263
53 H 0.273
54 H 0.534
55 H 0.075
56 H 0.525
57 H -0.009
58 H 0.497
59 H 0.258
60 H 0.693
61 H 0.433
62 H 0.588
63 H -0.197
64 H 0.410
65 H 0.462
66 H 0.417
67 H -0.277
68 H 0.668
69 H 0.341
70 H 0.319
71 H 0.691
72 H -0.829
73 H 0.619
74 H 0.195
75 H 0.355
76 H 0.457
77 H 0.450
78 H 0.071
79 H 0.548
80 H 0.193
81 C -0.683
82 C -0.558
83 C -0.081
84 O -0.556
85 C 0.550
86 H 0.318
87 H 0.302
88 H 0.146
89 H 0.359
90 H -0.030
91 H 0.471
92 H -0.564
93 H 0.481


We obtain electronic energy values of -65223.0618 -28496.0304 -19079.7315 -56768.2080 -12911.9047 -96958.8452 eV for the records listed above, in that order.